Entry 1:
The following is a quantum chemistry calculation of 2 unconnected molecules or ions with the total composition C10H20 at a distorted geometry, from the Open Molecules 2025 dataset.

```
30
Properties=species:S:1:pos:R:3:forces:R:3
C 2.614696 -2.340564 -3.234392 -0.55 -0.11 1.29
C 2.090476 -2.390134 -1.755102 -0.05 -0.71 -0.28
C 1.320686 -3.342314 -1.174063 0.90 0.68 -1.26
C 0.885547 -3.309123 0.259177 -0.19 0.20 0.19
C 0.694016 -4.488213 -1.937542 -0.08 0.21 -0.19
H 2.071186 -3.038194 -3.893572 0.26 0.34 0.32
H 3.684245 -2.610004 -3.242412 -0.37 0.15 -0.08
H 2.506116 -1.319394 -3.636922 0.07 -0.41 0.15
H 2.441406 -1.589434 -1.090773 -0.07 -0.17 -0.37
H 1.039596 -2.336364 0.755787 0.03 -0.38 -0.28
H 1.394936 -4.089754 0.848877 -0.25 0.20 -0.18
H -0.195203 -3.528974 0.243666 0.30 0.06 0.42
H -0.387003 -4.271693 -1.904002 0.18 -0.45 -0.18
H 0.872456 -5.464173 -1.455583 -0.09 0.37 -0.10
H 1.006916 -4.554684 -2.993132 -0.12 0.04 0.54
C -1.003193 3.178514 -0.391433 -0.47 0.23 -1.52
C -0.730733 2.861264 0.998096 0.86 -0.41 1.27
C -1.450503 3.172864 2.070296 -0.84 -0.88 -1.62
C -1.066923 2.777214 3.433425 0.64 0.77 1.05
C -2.746052 3.941353 1.966686 0.00 0.08 0.24
H -0.378783 4.019934 -0.736003 -0.18 -0.28 -0.10
H -2.061513 3.425464 -0.580053 0.50 -0.09 -0.06
H -0.741013 2.282324 -0.978573 -0.16 0.48 -0.15
H 0.214767 2.315624 1.116077 -0.33 0.07 0.35
H -0.753543 3.777804 3.775785 0.13 -0.46 1.01
H -0.212223 2.087294 3.534005 -0.37 0.31 -0.34
H -1.883793 2.422554 4.084235 0.16 0.20 -0.42
H -3.570212 3.293584 2.309846 0.14 0.35 -0.04
H -2.988342 4.313884 0.957176 0.22 -0.20 0.53
H -2.668022 4.803333 2.650436 -0.31 -0.18 -0.20
```
Positions in Å, forces in eV/Å.

Properties
- Maximum force: 0.039 Eh/bohr
- Net charge: 0
- HOMO: -8.6 eV
- Calculated total energy: -10693.04923 eV
- Structure (SMILES): CC=C(C)C.CC=C(C)C
- M: 140.3 u
- Energy relative to the best compared isomer or geometry (same formula, charge and spin): 147.8 kJ/mol



Entry 2:
The following is a quantum chemistry calculation of 6 unconnected molecules or ions with the total composition C26H68N4O10 at a distorted geometry, from the Open Molecules 2025 dataset.

```
108
Properties=species:S:1:pos:R:3:forces:R:3
C 3.947160 3.802893 -2.354585 1.02 0.67 -0.80
O 4.255866 2.475179 -2.167573 -0.07 -2.01 0.63
C 4.114077 1.657679 -3.321690 0.26 3.17 -1.27
C 2.754309 1.735767 -3.956267 -0.24 -0.92 -0.63
N 1.704394 1.258648 -3.073972 0.64 -0.58 0.06
C 0.346142 1.419734 -3.580166 1.55 1.24 -0.83
C -0.100132 0.350812 -4.566530 -0.24 2.08 1.48
O 0.833668 0.303278 -5.591627 -0.38 -0.30 -1.05
C 0.246337 -0.265894 -6.740443 0.93 -1.04 -0.86
H 4.356923 4.283425 -1.464519 0.26 0.54 -0.47
H 2.909848 4.058004 -2.386809 -1.12 -0.22 -0.01
H 4.355071 4.114791 -3.358214 0.09 0.36 1.04
H 4.518440 0.687250 -3.159214 -0.01 -0.75 0.51
H 4.697472 2.170674 -4.137778 0.33 -0.62 0.57
H 2.895828 1.032059 -4.796235 -0.56 0.51 -0.01
H 2.543754 2.760058 -4.384324 0.19 -0.78 0.37
H 1.823796 1.759994 -2.193663 -0.45 -0.19 -0.19
H 0.353689 2.446780 -4.028637 -0.66 -0.63 -0.21
H -0.290476 1.446155 -2.745521 -1.08 -0.09 1.11
H -1.119208 0.676408 -4.855197 0.35 -0.38 -0.42
H -0.166523 -0.570267 -4.023453 -0.08 -0.93 0.12
H 1.049967 -0.715630 -7.373319 -0.49 -0.11 0.77
H -0.167174 0.463070 -7.424028 -0.60 0.58 0.19
H -0.519225 -1.016242 -6.455531 0.46 0.25 -0.36
C -5.244709 -5.672579 -2.691115 0.19 -0.73 0.06
O -4.467729 -5.150825 -1.593153 -0.31 -2.10 -1.57
C -4.539003 -3.781970 -1.434430 -0.66 0.96 0.33
C -3.379724 -3.379217 -0.577181 0.50 1.14 0.46
N -2.115183 -3.690389 -1.305489 -0.74 -0.59 0.19
C -0.877027 -3.203344 -0.674080 -1.64 1.16 -0.02
C -0.589228 -1.759238 -1.230107 -1.06 -0.72 0.15
O -1.638117 -0.792776 -0.963696 1.13 -0.62 0.72
C -1.247909 -0.026400 0.196764 -2.07 -0.43 -0.90
H -5.346061 -6.795291 -2.614376 0.33 1.26 0.27
H -4.863561 -5.467541 -3.722900 0.26 0.18 0.91
H -6.238855 -5.249014 -2.648975 -0.48 0.10 0.05
H -5.508862 -3.502273 -0.953410 0.47 -0.05 -0.21
H -4.458583 -3.233627 -2.378613 -0.04 -0.15 -0.19
H -3.487618 -3.849880 0.441195 0.37 0.16 -0.76
H -3.490146 -2.260044 -0.424246 0.52 -1.25 -0.18
H -2.102797 -4.697709 -1.545039 0.04 1.00 0.47
H -0.069921 -3.907238 -0.865234 0.18 0.22 -0.09
H -1.067644 -3.152352 0.411422 0.52 0.06 -0.06
H -0.539668 -1.832707 -2.319806 0.32 -0.03 0.16
H 0.283022 -1.339313 -0.767958 1.01 -0.12 -0.21
H -2.138750 0.573983 0.378115 0.36 0.62 0.07
H -0.348068 0.519088 0.011699 0.50 0.68 -0.12
H -1.144560 -0.627227 1.077675 0.30 -0.75 0.54
C -3.583011 -2.924833 5.884753 -0.12 -0.83 -0.20
O -3.235490 -1.851622 5.053216 0.10 0.52 0.40
C -3.655741 -0.521652 5.412262 -1.23 -0.33 -1.60
C -3.107513 0.284669 4.170512 -1.75 -0.85 1.26
N -3.375766 1.699646 4.252789 -0.55 0.80 0.07
C -2.721959 2.441475 3.151010 -1.24 0.13 0.60
C -2.870689 3.955685 3.279585 -0.21 -0.85 0.04
O -4.152929 4.494647 3.071402 -1.17 0.13 -0.59
C -4.544589 4.558380 1.686698 0.63 0.10 -0.16
H -2.875633 -3.136330 6.702329 -0.01 0.37 -0.17
H -3.650479 -3.849403 5.270397 0.24 0.63 0.18
H -4.569352 -2.794558 6.301471 -0.49 0.19 0.36
H -3.306241 -0.148806 6.371400 0.62 -0.12 0.08
H -4.805364 -0.474490 5.503537 1.40 -0.12 -0.40
H -3.514277 -0.219977 3.277203 -0.12 0.16 0.06
H -2.062875 0.052429 4.158168 0.86 0.35 0.01
H -4.419531 1.923385 4.311999 2.08 -0.48 -0.37
H -3.243979 2.204321 2.227005 0.29 -0.38 -0.64
H -1.642218 2.190889 3.047146 -0.75 -0.01 0.30
H -2.266427 4.321912 2.496715 1.27 0.88 -0.81
H -2.537731 4.295206 4.243765 0.17 0.20 0.42
H -4.889196 3.564969 1.335372 0.34 0.45 -0.02
H -3.665226 4.930625 1.071756 -0.92 -0.56 0.49
H -5.382089 5.270563 1.513674 0.58 -0.41 0.65
C 4.333173 2.891430 3.350436 2.98 1.58 1.35
O 4.658472 1.698224 2.767832 -0.20 -1.03 -0.88
C 4.665497 1.724542 1.335912 -0.78 -0.80 0.57
C 4.193927 0.358507 0.897977 -0.23 -1.17 -0.81
N 2.715781 0.232440 0.994280 0.54 0.87 2.02
C 2.203894 -0.250874 2.330563 0.24 -0.18 -1.55
C 2.706470 -1.656982 2.593092 -2.53 -0.72 -1.23
O 1.881199 -2.456748 1.660990 0.87 -0.46 0.59
C 2.542832 -3.688979 1.305551 -1.47 0.60 0.70
H 5.120924 3.674705 3.045972 -1.15 -0.61 0.40
H 4.446137 2.770234 4.450133 -0.18 0.06 -0.63
H 3.369093 3.264704 3.146639 -1.42 0.35 -0.53
H 5.625572 2.072666 0.970651 0.31 -0.19 -0.17
H 3.877393 2.349486 0.930165 -0.07 0.78 0.17
H 4.726198 -0.482155 1.410968 -0.18 0.82 -0.14
H 4.339368 0.182742 -0.173143 0.52 0.36 0.06
H 2.453028 -0.460633 0.330080 -0.39 -0.62 -0.64
H 1.108851 -0.223922 2.233087 0.24 -0.50 0.14
H 2.412897 0.386773 3.156344 0.68 0.86 0.35
H 2.549405 -2.003661 3.602421 -0.31 -0.10 0.52
H 3.723106 -1.860674 2.358955 1.03 0.32 -0.25
H 3.366044 -3.427240 0.646851 0.18 -0.60 -0.19
H 1.788321 -4.396644 0.922405 0.31 0.66 -0.67
H 2.820234 -4.212374 2.209753 0.86 0.01 0.40
C 2.454844 -2.492280 -2.516013 0.12 -1.22 -1.49
O 2.761633 -1.214973 -2.027520 -0.34 0.23 -0.29
H 3.404235 -3.047953 -2.678007 -0.48 0.06 0.19
H 1.805633 -3.113381 -1.851628 0.41 0.73 -0.30
H 1.973725 -2.452331 -3.553225 0.35 0.00 1.35
H 2.451052 -0.577551 -2.708019 -0.11 0.29 0.85
C 1.027400 4.025883 -0.043625 0.18 0.59 -1.05
O 1.019159 2.707078 -0.506781 -0.45 -0.50 -0.76
H 1.343073 4.058633 0.980123 -0.38 0.32 0.82
H 1.718750 4.673180 -0.602231 0.22 -0.22 -0.01
H 0.046122 4.461316 -0.290130 0.14 -0.26 0.76
H 1.721572 2.162896 -0.142821 0.36 -0.14 0.58
```
Positions in Å, forces in eV/Å.

Properties
- Maximum force: 0.071 Eh/bohr
- Net charge: 0
- HOMO: -8.2 eV
- Calculated total energy: -54491.98964 eV
- Structure (SMILES): COCCNCCOC.COCCNCCOC.COCCNCCOC.COCCNCCOC.CO.CO
- M: 596.8 u
- Energy relative to the best compared isomer or geometry (same formula, charge and spin): 210.4 kJ/mol



Entry 3:
The following is a quantum chemistry calculation of 2 unconnected molecules or ions with the total composition C6H14OS2 at a distorted geometry, from the Open Molecules 2025 dataset.

```
23
Properties=species:S:1:pos:R:3:forces:R:3
C 0.262999 -2.398118 -0.429288 -0.11 -0.53 -0.23
C -0.942480 -1.485718 -0.603978 -0.70 -0.63 0.24
S -0.710410 -0.227918 -1.883737 0.20 -0.15 0.02
C 0.735349 0.617201 -1.198718 0.20 0.68 -0.02
C 1.940839 -0.295208 -1.024028 0.43 0.10 -0.30
S 1.708769 -1.553008 0.255732 0.06 -0.11 -0.15
H 0.529409 -2.875247 -1.391998 -0.04 0.20 0.43
H 0.032469 -3.204297 0.293472 0.08 0.37 -0.31
H -1.201730 -0.999608 0.356202 0.16 -0.71 -0.97
H -1.822380 -2.071298 -0.933118 0.44 0.14 -0.01
H 0.965889 1.423371 -1.921478 -0.03 -0.39 0.23
H 0.468939 1.094321 -0.236008 0.48 -0.50 -1.11
H 2.200088 -0.781318 -1.984208 -0.11 0.19 0.44
H 2.820728 0.290371 -0.694888 -0.38 -0.24 -0.14
C -1.613890 1.695011 0.521292 -0.87 0.15 -0.11
O -0.940251 0.575091 1.060411 -0.07 1.55 1.17
C 0.043079 0.987221 1.988781 0.18 -0.33 0.77
H -2.366630 1.321841 -0.193358 0.40 0.18 0.35
H -0.921970 2.366081 -0.014928 -0.18 -0.12 0.15
H -2.129840 2.274921 1.304941 0.21 -0.15 -0.09
H 0.805809 1.628041 1.515281 -0.15 -0.09 0.15
H -0.402061 1.536871 2.835141 0.03 -0.06 -0.26
H 0.537279 0.081401 2.378481 -0.22 0.44 -0.26
```
Positions in Å, forces in eV/Å.

Properties
- Maximum force: 0.038 Eh/bohr
- Net charge: 0
- HOMO: -8.3 eV
- Calculated total energy: -30165.87403 eV
- Structure (SMILES): C1CSCCS1.COC
- M: 166.3 u
- Energy relative to the best compared isomer or geometry (same formula, charge and spin): 141.2 kJ/mol